Record 1
Here is 2 unconnected molecules or ions with the total composition C4H7NO from the OMol25 dataset. Energies are from the ωB97M-V functional and the def2-TZVPD basis.

## Properties
Max |F| (eV/A): 0.8
Highest occupied orbital energy (hartree): -0.3390
SMILES: C=CN=C.C=O
LUMO level (eV): 0.718
Energy relative to the best compared isomer or geometry (same formula, charge and spin) (kJ/mol): 295.41
2S+1: 1

Each line ends with the Mulliken charge.
Element x y z (Å)
C: -1.51244 -0.71588 -0.86983  0.029
C: -0.58202 0.20751 -1.05033  -0.741
C: -1.95922 -0.73700 1.37882  -0.291
N: -2.41805 -0.76803 0.20352  -0.440
H: -1.70424 -1.49651 -1.59538  0.343
H: -0.41585 1.04961 -0.39545  0.331
H: 0.01724 0.15689 -1.95074  0.236
H: -2.64211 -0.72613 2.22121  0.260
H: -0.88394 -0.71369 1.57228  0.270
O: 2.30351 1.89266 0.07093  -0.372
C: 3.01876 0.93386 0.10743  -0.081
H: 3.02964 0.10838 -0.62603  0.216
H: 3.74871 0.80834 0.93355  0.239


Record 2
Here is a molecular structure, C22H22AuN6O3 from the OMol25 dataset. Energies are from the ωB97M-V functional and the def2-TZVPD basis.

## Properties
Net charge: +1
Max |F| (eV/A): 1.3
Highest occupied orbital energy (hartree): -0.3757
LUMO level (eV): -3.462
Energy relative to the best compared isomer or geometry (same formula, charge and spin) (kJ/mol): 169.41
2S+1: 1

Each line ends with the Mulliken charge.
Element x y z (Å)
Au: -0.40573 0.07862 0.07781  0.200
N: 1.83091 0.72987 -0.01263  -0.690
N: 2.51359 0.73493 1.20709  -0.130
C: 1.88048 0.47216 2.38682  0.607
N: 2.63154 0.47649 3.48428  -0.325
N: 0.58720 0.24984 2.28243  -0.403
N: -0.18088 -0.08918 3.37736  1.077
O: -1.33503 -0.35762 3.13081  -0.579
O: 0.30224 -0.12533 4.51051  -0.759
H: 2.28503 0.09102 -0.65417  0.306
H: 1.80429 1.66062 -0.41195  0.306
H: 3.48819 0.98065 1.20968  0.159
H: 3.62273 0.63544 3.43920  0.164
H: 2.17324 0.29153 4.36239  0.226
O: -2.43181 2.17437 0.72727  -0.479
C: -3.27658 1.06485 0.46412  -0.628
C: -2.74786 -1.62624 0.08582  0.353
C: -3.97127 -2.04819 0.58330  -0.183
C: -4.00181 -3.24525 1.29205  -0.801
C: -2.82644 -3.94926 1.45560  -0.480
C: -1.64586 -3.43514 0.90444  -0.772
N: -1.61614 -2.30632 0.23072  -0.392
H: -2.84304 2.69457 1.42699  0.350
H: -4.15471 1.38156 -0.11133  0.473
H: -3.62008 0.59935 1.39233  0.425
H: -4.86757 -1.46756 0.40732  0.530
H: -4.93371 -3.61192 1.70319  0.493
H: -2.80052 -4.88023 2.00568  0.470
H: -0.70534 -3.95777 1.03441  0.511
C: -2.48284 0.03376 -0.31082  0.920
C: -2.91712 -0.70627 -1.35456  -0.680
C: -3.36853 -1.17246 -2.50385  1.095
C: -3.31966 -0.26178 -3.67787  0.154
C: -3.25444 -0.79145 -4.96516  -0.334
C: -3.19074 0.04987 -6.06574  -0.769
C: -3.19095 1.42597 -5.89598  -0.452
C: -3.25492 1.96248 -4.61710  -0.769
C: -3.32038 1.12585 -3.51542  -0.283
C: -3.86529 -2.57017 -2.65867  0.164
C: -5.17732 -2.78433 -3.07587  -0.182
C: -5.66527 -4.07712 -3.20529  -0.783
C: -4.84507 -5.16402 -2.93249  -0.419
C: -3.53019 -4.95496 -2.54100  -0.901
C: -3.03912 -3.66234 -2.40660  -0.023
H: -3.25188 -1.86535 -5.10541  0.455
H: -3.14082 -0.37371 -7.06034  0.399
H: -3.14732 2.08003 -6.75733  0.397
H: -3.26349 3.03573 -4.47734  0.418
H: -3.38641 1.55658 -2.52301  0.209
H: -5.81368 -1.93533 -3.29790  0.470
H: -6.68790 -4.23565 -3.52426  0.415
H: -5.22692 -6.17169 -3.03861  0.422
H: -2.87801 -5.80026 -2.35401  0.444
H: -2.00500 -3.49634 -2.12942  0.604


Record 3
Here is C22H28N2O5S in the gas phase from the OMol25 dataset. Energies are from the ωB97M-V functional and the def2-TZVPD basis.

## Properties
Max |F| (eV/A): 1.1
Highest occupied orbital energy (hartree): -0.3054
SMILES: O=S(=O)(c1ccc(OC[C@H](O)CN2CCc3ccccc3C2)cc1)N1CCOCC1
LUMO level (eV): 0.578
Energy relative to the best compared isomer or geometry (same formula, charge and spin) (kJ/mol): 357.48
2S+1: 1

Each line ends with the Mulliken charge.
Element x y z (Å)
O: -0.02596 -2.42377 -2.91115  -0.735
S: -0.53713 -1.12479 -3.23462  1.443
O: 0.19937 -0.28017 -4.12765  -0.787
N: -2.02357 -1.36871 -3.93503  -0.016
C: -2.70046 -0.24097 -4.52997  -0.736
H: -1.93770 0.48478 -4.80875  0.382
C: -3.72717 0.36031 -3.56342  -0.176
H: -4.34656 1.10168 -4.07081  0.369
O: -4.61643 -0.62834 -3.08913  -0.445
C: -3.92931 -1.66149 -2.41582  -0.159
H: -4.69385 -2.37180 -2.09701  0.381
C: -2.91177 -2.33891 -3.34039  -0.748
H: -2.29402 -3.05568 -2.80110  0.382
H: -3.44336 -2.85414 -4.14846  0.354
H: -3.41922 -1.25135 -1.53012  0.089
H: -3.21290 0.83447 -2.71288  0.130
H: -3.21459 -0.59038 -5.43255  0.337
C: -0.78236 -0.22226 -1.70673  0.724
C: -0.95614 -0.90932 -0.52326  -1.019
C: -1.08811 -0.21897 0.66895  -0.401
C: -1.03399 1.17473 0.67102  0.188
C: -0.88466 1.85819 -0.54173  -0.630
C: -0.75241 1.16114 -1.72335  -0.738
H: -0.59391 1.67120 -2.66031  0.593
H: -0.85575 2.93636 -0.52186  0.499
O: -1.10631 1.96348 1.77333  -0.508
C: -1.01669 1.37774 3.05436  -1.349
H: -1.23691 2.19299 3.75056  0.474
H: -1.77053 0.59225 3.18893  0.354
C: 0.38409 0.79180 3.33602  1.818
O: 0.32450 -0.07574 4.44467  -0.589
H: 0.21080 0.44614 5.24848  0.469
C: 1.43049 1.91170 3.51332  -0.899
N: 2.79780 1.61112 3.12631  0.145
C: 3.17860 0.21162 3.15645  -1.673
C: 2.83883 -0.55391 1.89583  1.051
C: 2.77258 -1.94165 1.92453  -1.050
C: 2.45849 -2.65934 0.78558  -0.819
C: 2.21826 -1.99451 -0.40653  -0.791
C: 2.29400 -0.61509 -0.44420  -0.611
C: 2.59717 0.11661 0.69796  1.636
C: 2.60653 1.62063 0.64194  -0.320
C: 3.25264 2.22114 1.89389  -1.406
H: 3.06425 3.29679 1.94274  0.492
H: 4.33545 2.07082 1.85191  0.377
H: 3.13650 1.95583 -0.25192  0.662
H: 1.57357 1.97284 0.55557  -0.310
H: 2.10791 -0.09496 -1.37363  0.601
H: 1.95657 -2.53893 -1.30088  0.462
H: 2.39954 -3.73696 0.82706  0.435
H: 2.95891 -2.45601 2.85678  0.429
H: 2.71266 -0.26620 4.01995  0.513
H: 4.26639 0.17524 3.30487  0.378
H: 1.43994 2.18411 4.58127  0.208
H: 1.09806 2.78837 2.95296  0.440
H: 0.66750 0.15480 2.49367  -0.925
H: -1.21367 -0.77716 1.58219  0.475
H: -0.95599 -1.98744 -0.53785  0.556


Record 4
Here is 2 unconnected molecules or ions with the total composition C2H8OP2S from the OMol25 dataset. Energies are from the ωB97M-V functional and the def2-TZVPD basis.

## Properties
Max |F| (eV/A): 3.7
Highest occupied orbital energy (hartree): -0.2870
LUMO level (eV): 0.240
Energy relative to the best compared isomer or geometry (same formula, charge and spin) (kJ/mol): 287.62
2S+1: 1

Each line ends with the Mulliken charge.
Element x y z (Å)
C: 1.53247 -1.31157 1.01502  -0.833
C: 0.18579 0.45080 0.32185  -0.341
O: -0.37502 -1.38338 -1.48797  -0.426
P: -1.70476 1.20895 -2.08075  -0.119
P: -1.15527 -0.36451 -0.60239  0.114
S: -0.30040 1.60654 1.43679  -0.189
H: 1.69748 -1.78334 0.03198  0.321
H: 0.77692 -1.73545 1.68695  0.272
H: 2.29266 -0.75212 1.52140  0.326
H: 1.08030 0.87786 -0.11210  0.352
H: 0.32204 -1.01386 -2.08001  0.334
H: -2.08667 1.93471 -0.93965  0.038
H: -2.95478 0.76355 -2.33960  0.051
H: -1.58732 1.45826 1.61459  0.101